(1)
A single C4H8O2 molecule in a non-equilibrium geometry. Source: the Open Molecules 2025 dataset; level of theory: ωB97M-V with the def2-TZVPD basis set.

Summary:
**LUMO energy**: 0.887 eV
**SMILES string**: COCC(C)=O
**ΔE to the lowest compared entry with this formula, charge and spin**: 38.30 kcal/mol
**Net charge**: 0
**Strongest force on any atom**: 1.156 eV/Å
**Highest occupied orbital energy**: -9.5 eV

Positions of all 14 atoms, in Å:
1 C 0.0916 -2.1206 0.1429
2 O 0.7072 -0.9334 0.6141
3 C 0.9464 0.0375 -0.3757
4 C 0.1956 1.3587 -0.2816
5 O 0.7604 2.2849 -0.8282
6 C -1.0889 1.5834 0.4683
7 H 0.6855 -2.5959 -0.6511
8 H 0.0211 -2.8233 0.9796
9 H -0.9254 -1.9481 -0.2414
10 H 1.9470 0.4981 -0.3695
11 H 0.8383 -0.3893 -1.3823
12 H -0.8830 2.3582 1.2170
13 H -1.4864 0.6885 0.9523
14 H -1.8094 2.0013 -0.2444

***

(2)
A single C5H13NOS molecule in a non-equilibrium geometry. Source: the Open Molecules 2025 dataset; level of theory: ωB97M-V with the def2-TZVPD basis set.

Summary:
**LUMO energy**: 0.764 eV
**ΔE to the lowest compared entry with this formula, charge and spin**: 63.90 kcal/mol
**Net charge**: 0
**Strongest force on any atom**: 4.273 eV/Å
**Highest occupied orbital energy**: -8.7 eV

Positions of all 21 atoms, in Å:
1 C 0.2539 -0.5510 -1.8416
2 C 1.6459 -1.5433 0.0401
3 C -0.7779 -1.0897 0.2430
4 C -1.4087 1.7564 1.4860
5 C 0.4802 -0.6097 -0.3560
6 N 0.7742 0.8465 0.2997
7 O 0.1380 3.4031 0.3224
8 S -0.4097 2.0943 -0.0623
9 H -0.4787 0.1688 -2.1404
10 H 1.2034 -0.1396 -2.4441
11 H -0.1928 -1.4988 -2.2902
12 H 1.5424 -1.4407 1.0799
13 H 2.6395 -1.3704 -0.3188
14 H 1.4239 -2.6870 -0.2398
15 H -0.8859 -1.0931 1.2530
16 H -1.6868 -0.4776 -0.0535
17 H -0.9315 -2.0690 -0.1858
18 H -1.7517 2.7595 1.8463
19 H -0.8272 1.1374 2.1056
20 H -2.4400 1.2344 1.2238
21 H 1.6895 1.1696 0.0329

***

(3)
A molecular structure, C5H5LiO3 in a non-equilibrium geometry. Source: the Open Molecules 2025 dataset; level of theory: ωB97M-V with the def2-TZVPD basis set.

Summary:
**LUMO energy (alpha / beta)**: 2.584 / 2.551 eV
**Net charge**: -1
**⟨S²⟩**: 0.754
**Strongest force on any atom**: 1.121 eV/Å
**Spin multiplicity**: 2
**Highest occupied orbital energy (alpha / beta)**: -1.2 / -4.4 eV

Positions of all 14 atoms, in Å:
1 C -1.3146 -1.5584 -0.6215
2 C -0.0974 -1.0807 -0.3111
3 H -2.0656 -0.9448 -1.1251
4 H -1.5638 -2.6039 -0.4282
5 H 0.6001 -1.7575 0.1960
6 C 0.4403 0.3230 -0.4678
7 C 1.7221 0.4747 0.3484
8 O 1.6870 0.1885 1.6275
9 Li -0.1542 0.0608 2.1456
10 H 0.6991 0.4770 -1.5276
11 H 2.4230 1.2575 0.0018
12 O -0.8114 2.3382 -0.8890
13 O -1.0046 1.3919 1.1211
14 C -0.5601 1.4336 -0.0701

***

(4)
2 unconnected molecules or ions with the total composition C4H5NS in a non-equilibrium geometry. Source: the Open Molecules 2025 dataset; level of theory: ωB97M-V with the def2-TZVPD basis set.

Summary:
**LUMO energy**: -0.090 eV
**SMILES string**: N#CC1=CC1.S
**ΔE to the lowest compared entry with this formula, charge and spin**: 77.07 kcal/mol
**Net charge**: 0
**Strongest force on any atom**: 2.094 eV/Å
**Highest occupied orbital energy**: -9.8 eV

Positions of all 11 atoms, in Å:
1 C 1.6424 0.5219 -0.4340
2 C 0.0211 -1.6875 -0.1498
3 C -0.1313 -0.7474 1.0072
4 C 0.6766 -0.3588 0.0465
5 N 2.5210 1.1193 -0.9049
6 S -1.8435 2.1783 -0.4095
7 H 0.6943 -2.6070 0.0223
8 H -0.8304 -1.6692 -0.9316
9 H -0.8833 1.4489 -0.8886
10 H -0.6912 -0.5339 1.9529
11 H -1.1758 2.3352 0.6895

***

(5)
3 unconnected molecules or ions with the total composition C4H10O3 in a non-equilibrium geometry. Source: the Open Molecules 2025 dataset; level of theory: ωB97M-V with the def2-TZVPD basis set.

Summary:
**LUMO energy**: 0.499 eV
**SMILES string**: C=CC(=C)O.O.O
**ΔE to the lowest compared entry with this formula, charge and spin**: 49.78 kcal/mol
**Net charge**: 0
**Strongest force on any atom**: 2.058 eV/Å
**Highest occupied orbital energy**: -9.2 eV

Positions of all 17 atoms, in Å:
1 C -0.1270 -1.4823 1.2443
2 C -0.8889 -0.5533 0.6526
3 O -1.4414 -0.6288 -0.6314
4 C -1.1938 0.7679 1.2509
5 C -1.6269 1.7854 0.4893
6 H 0.0714 -2.5346 1.0145
7 H 0.2209 -1.1306 2.2633
8 H -0.8063 -0.2342 -1.2504
9 H -1.1404 0.9749 2.3202
10 H -1.9350 1.6968 -0.5203
11 H -1.9589 2.6980 0.9884
12 H 1.9925 -1.2343 0.1865
13 H 2.5892 0.1512 -0.1205
14 O 2.5313 -0.7544 -0.4531
15 H 1.6000 0.0859 -1.7884
16 H 1.2700 0.1438 -3.2516
17 O 0.8434 0.2487 -2.3943

***

(6)
A single C20H21N3O4 molecule in a non-equilibrium geometry. Source: the Open Molecules 2025 dataset; level of theory: ωB97M-V with the def2-TZVPD basis set.

Summary:
**LUMO energy**: 0.551 eV
**SMILES string**: N[C@@H](Cc1c[nH]c2ccccc12)C(=O)N[C@@H](Cc1ccc(O)cc1)C(=O)O
**ΔE to the lowest compared entry with this formula, charge and spin**: 84.99 kcal/mol
**Net charge**: 0
**Strongest force on any atom**: 4.899 eV/Å
**Highest occupied orbital energy**: -8.3 eV

Positions of all 48 atoms, in Å:
1 C 0.2600 -1.8609 -1.2284
2 C 1.7435 -1.4542 -1.3165
3 C -0.5648 -0.5318 -1.2263
4 C -2.0803 -0.6923 -1.0812
5 C -3.0148 -1.0276 -2.0596
6 C -2.8847 -0.5629 0.1354
7 C -4.3001 -0.8424 -0.1600
8 C -2.5898 -0.0647 1.3706
9 C -5.2529 -0.6872 0.8339
10 C -3.5642 0.0430 2.3066
11 C -4.8455 -0.3336 2.0881
12 C 3.5464 -0.5487 0.0284
13 C 4.5375 -1.3819 0.8890
14 C 3.6703 0.8161 0.6897
15 C 2.4452 1.6187 0.3496
16 C 1.3204 1.7311 1.2098
17 C 2.3645 2.1809 -0.9306
18 C 0.1895 2.4748 0.7847
19 C 1.2938 2.8884 -1.3334
20 C 0.1081 3.0712 -0.4717
21 H -0.1243 -3.3821 0.1476
22 H -1.0451 -1.8112 0.5236
23 H 0.0545 -2.5580 -2.0194
24 H -0.2771 -0.0362 -2.2136
25 H 0.0280 0.0446 -0.4323
26 H -2.7296 -1.3891 -2.9978
27 H -5.1989 -1.5170 -1.9406
28 H -1.5639 0.2981 1.6453
29 H -6.2063 -1.1201 0.6329
30 H -3.1968 0.5603 3.1892
31 H -5.5530 -0.1987 2.8133
32 H 1.6605 -1.3355 0.6446
33 H 3.9355 -0.4874 -0.9373
34 H 4.6172 1.3463 0.3559
35 H 3.8737 0.6197 1.7600
36 H 1.2499 1.3314 2.1811
37 H 3.1922 1.9679 -1.6798
38 H -0.8422 2.5074 1.3862
39 H 1.3006 3.3684 -2.3655
40 H -1.4419 4.1570 -0.1554
41 H 6.4315 -1.5696 1.2123
42 N -0.0429 -2.3498 0.1476
43 N -4.3183 -1.2438 -1.4945
44 N 2.3236 -1.1546 -0.1084
45 O 2.2246 -1.3653 -2.4832
46 O 4.3178 -2.2712 1.6501
47 O -0.9223 3.7558 -0.9173
48 O 5.8707 -1.0030 0.5773